No. 1
58
Properties=species:S:1:pos:R:3 method="wB97M-V/def2-TZVPD" fmax_ev_per_a=1.49 de_lowest_kcal_mol=12.1 orbital_gap_ev=8.7 total_energy_ha=-1589.7567
C -0.0839 7.6316 -1.9619
H 0.9692 7.8198 -1.7656
H -0.1758 7.2166 -2.9630
H -0.6188 8.5777 -1.9268
C -0.6525 6.6570 -0.9277
C 0.0868 5.3519 -0.9798
C -0.3235 4.3386 -1.8406
C 0.3788 3.1551 -1.9289
C 1.5194 2.9612 -1.1494
C 1.9364 3.9714 -0.2835
C 1.2245 5.1510 -0.2060
H 1.5537 5.9301 0.4668
H 2.8178 3.8225 0.3219
C 2.2568 1.7238 -1.2525
N 1.9775 0.7207 -2.0371
C 2.9528 -0.2106 -1.8054
C 3.7974 0.2727 -0.8406
O 3.3591 1.5070 -0.5016
C 4.9923 -0.3016 -0.1771
H 5.7470 -0.5728 -0.9144
H 5.4090 0.4268 0.5126
H 4.7096 -1.1976 0.3735
C 2.9501 -1.5311 -2.4494
H 2.4622 -1.5154 -3.4190
H 3.9544 -1.9429 -2.5227
S 1.9820 -2.7229 -1.3639
O 2.3233 -2.3315 0.0137
C 0.3339 -1.9569 -1.7051
C -0.6986 -2.4308 -0.6918
O -1.6878 -3.0439 -1.0375
N -0.3954 -2.0626 0.5671
H 0.5680 -1.7884 0.7229
C -1.1331 -2.4910 1.7550
C -2.5480 -1.8807 1.7676
C -3.7016 -2.7917 1.3496
H -4.5374 -2.1468 1.0661
H -3.4209 -3.3647 0.4679
C -4.1825 -3.7158 2.4672
C -3.2928 -4.9306 2.7099
C -1.8487 -4.5830 3.0618
C -1.0697 -4.0175 1.8748
H -0.0133 -4.2859 1.9657
H -1.4410 -4.4602 0.9510
H -1.8283 -3.8750 3.8930
H -1.3532 -5.4968 3.3987
H -3.2951 -5.5601 1.8172
H -3.7240 -5.5168 3.5263
H -4.2686 -3.1408 3.3937
H -5.1830 -4.0768 2.2150
H -2.5260 -1.0160 1.1007
H -2.7551 -1.5053 2.7726
H -0.5801 -2.0590 2.5972
H 0.0359 -2.2764 -2.7012
H 0.4551 -0.8734 -1.6689
H 0.0650 2.3673 -2.5952
H -1.2066 4.4828 -2.4463
H -0.5616 7.0960 0.0678
H -1.7116 6.4916 -1.1342


No. 2
59
Properties=species:S:1:pos:R:3 method="wB97M-V/def2-TZVPD" fmax_ev_per_a=1.03 de_lowest_kcal_mol=34.5 orbital_gap_ev=8.7 total_energy_ha=-1342.0543
C 2.3945 -3.8596 2.0992
C 1.1150 -4.6515 1.8543
C 0.3065 -4.1424 0.6570
H -0.2555 -4.9745 0.2267
H 0.9968 -3.7793 -0.1059
C -0.7124 -3.0475 1.0138
C -0.0866 -1.8036 1.5636
C -0.1816 -1.5066 2.8789
C 0.4429 -0.3453 3.4724
O 0.4126 -0.0481 4.6406
O 1.1450 0.4733 2.6250
C 1.2213 0.2383 1.2966
C 1.8953 1.1992 0.5377
C 1.9492 1.0416 -0.8491
C 1.3825 -0.0842 -1.4502
C 0.7400 -1.0300 -0.6833
C 0.6299 -0.8920 0.7033
H 0.2931 -1.8780 -1.1763
H 1.4211 -0.2155 -2.5197
O 2.5385 2.0654 -1.5366
C 2.4879 2.0526 -2.9451
C 1.0616 2.1276 -3.5136
O 0.7759 1.6434 -4.5868
N 0.2005 2.7993 -2.7255
H 0.5264 3.1154 -1.8250
C -1.2169 2.8432 -3.0146
C -1.9651 1.6017 -2.5134
N -2.4739 1.6883 -1.1509
C -1.4582 2.0619 -0.1769
H -1.1249 3.0804 -0.3838
C -2.0366 2.0337 1.2391
O -2.5672 0.7715 1.5569
C -3.5875 0.4446 0.6449
C -3.0519 0.4032 -0.7835
H -3.8670 0.1784 -1.4748
H -2.2959 -0.4006 -0.8544
H -3.9650 -0.5356 0.9405
H -4.3984 1.1851 0.7090
H -1.2530 2.2333 1.9723
H -2.8223 2.7994 1.3256
H -0.5995 1.3762 -0.2214
H -2.8349 1.4387 -3.1551
H -1.2912 0.7346 -2.6335
H -1.6488 3.7499 -2.5908
H -1.3048 2.8746 -4.1032
H 3.0340 2.9474 -3.2588
H 2.9922 1.1767 -3.3692
C 2.4965 2.4010 1.1982
H 2.8131 2.1519 2.2069
H 3.3436 2.7600 0.6207
H 1.7610 3.2029 1.2659
H -0.7227 -2.1370 3.5661
H -1.2899 -2.7999 0.1199
H -1.4057 -3.4468 1.7560
H 1.3884 -5.6936 1.6735
H 0.4943 -4.6276 2.7518
H 2.1793 -2.8208 2.3320
H 2.9449 -4.2864 2.9343
H 3.0337 -3.8884 1.2187


No. 3
60
Properties=species:S:1:pos:R:3 method="wB97M-V/def2-TZVPD" fmax_ev_per_a=1.65 de_lowest_kcal_mol=19.0 orbital_gap_ev=8.5 total_energy_ha=-1740.2166
C 5.8777 -0.9375 1.7845
H 6.7853 -0.8530 2.3818
O 4.8210 -0.8608 2.7169
C 3.5208 -0.9215 2.3405
C 2.6222 -0.8177 3.4029
C 1.2591 -0.8564 3.2162
C 0.7540 -1.0015 1.9285
C 1.6371 -1.1198 0.8539
C 3.0096 -1.0800 1.0329
O 3.8966 -1.1944 -0.0034
C 3.3969 -1.3283 -1.3127
H 2.8103 -2.2446 -1.4300
H 2.7912 -0.4648 -1.6018
H 4.2771 -1.3822 -1.9517
H 1.2177 -1.2634 -0.1276
C -0.6675 -1.0295 1.6833
N -1.2540 -0.8860 0.5266
C -2.6029 -0.9854 0.7696
C -2.7753 -1.1958 2.1115
O -1.5438 -1.2157 2.6869
C -3.9735 -1.3935 2.9604
H -3.8772 -0.8196 3.8800
H -4.0820 -2.4448 3.2272
H -4.8641 -1.0755 2.4266
C -3.5984 -0.8818 -0.3072
H -3.3901 -0.0658 -0.9951
H -4.6040 -0.7755 0.0958
S -3.6967 -2.4370 -1.3688
O -4.7061 -2.1141 -2.3657
C -2.0161 -2.3190 -2.1736
C -1.7612 -1.0506 -2.9660
O -1.9778 -0.9725 -4.1563
N -1.2608 -0.0468 -2.2189
H -1.0799 -0.2067 -1.2315
C -0.9759 1.2637 -2.7614
C -1.8724 2.3336 -2.1275
C -1.5301 2.5639 -0.6576
C -0.0631 2.9596 -0.4882
C 0.2749 3.1645 0.9860
H 0.1272 2.2390 1.5402
H 1.3127 3.4679 1.1038
H -0.3592 3.9329 1.4225
C 0.8284 1.8750 -1.0924
C 0.4972 1.6335 -2.5633
H 0.7039 2.5408 -3.1344
H 1.1243 0.8355 -2.9678
H 0.6906 0.9574 -0.5183
H 1.8768 2.1697 -0.9992
H 0.1101 3.8993 -1.0252
H -1.7196 1.6576 -0.0794
H -2.1725 3.3509 -0.2559
H -1.7366 3.2658 -2.6794
H -2.9188 2.0385 -2.2317
H -1.1959 1.1939 -3.8330
H -1.3067 -2.4491 -1.3603
H -1.9885 -3.1714 -2.8514
H 0.5869 -0.7688 4.0545
H 3.0423 -0.7019 4.3891
H 5.8395 -0.1198 1.0624
H 5.8790 -1.8904 1.2525


No. 4
59
Properties=species:S:1:pos:R:3 method="wB97M-V/def2-TZVPD" fmax_ev_per_a=1.23 de_lowest_kcal_mol=27.9 orbital_gap_ev=8.4 total_energy_ha=-1624.0624
C 2.6301 0.1371 -4.2255
H 3.5132 -0.0539 -4.8300
H 2.0513 0.9282 -4.6973
H 2.0223 -0.7635 -4.2021
C 3.0429 0.5228 -2.8019
C 1.8170 0.7499 -1.9639
N 1.4011 -0.2808 -1.3014
C 0.2566 -0.1582 -0.5908
C -0.4960 1.0015 -0.6093
C -0.0794 2.1487 -1.3621
O -0.6952 3.1854 -1.4966
N 1.1702 1.9478 -1.9952
C 1.7698 3.1452 -2.5539
H 2.2498 2.9348 -3.5092
H 0.9479 3.8475 -2.7046
C 2.7752 3.7517 -1.5496
N 2.1482 3.9451 -0.2619
C 1.9104 5.3254 0.1112
C 0.8544 5.9728 -0.7789
H 1.2415 6.1643 -1.7770
H 0.5408 6.9206 -0.3485
H -0.0068 5.3156 -0.8572
H 1.5449 5.3204 1.1404
H 2.8374 5.9264 0.0817
C 2.6406 3.0984 0.8023
C 4.0225 3.4693 1.3568
H 4.7710 3.4669 0.5668
H 4.0008 4.4579 1.8080
H 4.3200 2.7496 2.1148
H 1.9077 3.1339 1.6141
H 2.6665 2.0693 0.4304
H 3.1368 4.7000 -1.9621
H 3.6359 3.0808 -1.4543
S -1.9416 0.9171 0.3543
C -1.5385 -0.7183 0.8088
N -2.3014 -1.4439 1.6069
C -1.8839 -2.6661 1.8756
C -0.7056 -3.2244 1.3496
C 0.0817 -2.4718 0.5048
C -0.3331 -1.1697 0.2274
H 0.9892 -2.8563 0.0648
C -0.4499 -4.6458 1.7479
O -1.5982 -5.4500 1.5985
C -2.8388 -4.9448 2.1080
C -3.3609 -5.9511 3.1389
H -3.4924 -6.9201 2.6658
H -4.3123 -5.6193 3.5451
H -2.6468 -6.0612 3.9518
C -3.8098 -4.8461 0.9254
H -4.8083 -4.5949 1.2715
H -3.4745 -4.0808 0.2292
H -3.8409 -5.7988 0.4039
C -2.6879 -3.5560 2.7618
H -3.6672 -3.1191 2.9477
H -2.1684 -3.6651 3.7188
H -0.0973 -4.6722 2.7948
H 0.3120 -5.1090 1.1165
H 3.6951 1.3934 -2.8232
H 3.5859 -0.3097 -2.3543


No. 5
60
Properties=species:S:1:pos:R:3 method="wB97M-V/def2-TZVPD" fmax_ev_per_a=0.70 de_lowest_kcal_mol=106.7 orbital_gap_ev=9.1 total_energy_ha=-1376.2663
C -6.5001 1.3024 0.4903
H -7.2113 2.0243 0.8921
O -5.2327 1.7916 0.8716
C -4.0909 1.1112 0.6104
C -2.9358 1.7693 1.0428
C -1.6858 1.2080 0.8890
C -1.5624 -0.0379 0.2759
C -2.6902 -0.7040 -0.1713
C -3.9726 -0.1366 -0.0147
O -5.0952 -0.8298 -0.4257
C -5.1973 -1.0913 -1.8123
H -5.1385 -0.1633 -2.3927
H -6.1768 -1.5458 -1.9519
H -4.4226 -1.7796 -2.1543
O -2.6532 -1.9326 -0.7714
C -1.4150 -2.5833 -0.9024
H -1.6363 -3.5418 -1.3703
H -0.9476 -2.7597 0.0722
H -0.7273 -2.0213 -1.5440
H -0.5880 -0.4748 0.1250
C -0.4921 1.9786 1.3546
O -0.4401 3.1914 1.3370
N 0.5064 1.2021 1.8481
H 0.4285 0.2024 1.7537
C 1.8330 1.6978 2.0900
H 1.7734 2.7885 2.1139
H 2.1900 1.3456 3.0622
C 2.8009 1.2628 0.9586
N 2.5971 -0.1452 0.6216
C 2.8912 -1.0510 1.7215
C 2.4969 -2.4712 1.3270
N 3.2526 -2.8932 0.1668
C 2.9685 -4.2622 -0.1984
H 3.5939 -4.5407 -1.0449
H 1.9126 -4.4197 -0.4742
H 3.2094 -4.9117 0.6418
C 3.0102 -1.9752 -0.9276
C 3.4038 -0.5616 -0.5156
H 3.2364 0.1190 -1.3513
H 4.4783 -0.5489 -0.2649
H 3.6132 -2.2852 -1.7840
H 1.9460 -1.9810 -1.2308
H 2.7161 -3.1515 2.1535
H 1.4071 -2.5034 1.1316
H 2.3266 -0.7655 2.6095
H 3.9659 -1.0363 1.9717
C 2.5219 2.1571 -0.2213
C 3.3024 3.2850 -0.4541
N 3.0734 4.1533 -1.4207
C 2.0334 3.9497 -2.2098
C 1.1874 2.8593 -2.0793
C 1.4402 1.9475 -1.0699
H 0.8135 1.0785 -0.9454
H 0.3490 2.7279 -2.7457
H 1.8792 4.6927 -2.9810
H 4.1602 3.5002 0.1718
H 3.8360 1.4443 1.3068
H -3.0378 2.7380 1.5039
H -6.6074 1.2607 -0.5967
H -6.6974 0.3156 0.9119


No. 6
59
Properties=species:S:1:pos:R:3 method="wB97M-V/def2-TZVPD" fmax_ev_per_a=0.79 de_lowest_kcal_mol=0.6 orbital_gap_ev=5.6 total_energy_ha=-1312.6602
Pd 0.0424 -0.1420 -2.1677
C -2.5546 1.3549 -1.8636
N -1.1142 1.5066 -1.6797
C -0.7389 2.6479 -1.2055
C 0.5365 3.0743 -0.7450
C 0.6896 4.2657 0.0002
C 2.0269 4.3179 0.3726
C 2.6093 3.1635 -0.1885
N 1.7301 2.4128 -0.8601
C -3.1797 0.6147 -0.7024
C -3.6402 -0.6906 -0.8344
C -4.2468 -1.3424 0.2324
C -4.3863 -0.7013 1.4563
C -3.9085 0.5957 1.6072
C -3.3106 1.2449 0.5337
H -2.7459 0.8144 -2.7898
H -3.0342 2.3404 -1.9362
H -1.5154 3.4101 -1.0659
H -0.0874 4.9838 0.2242
H 2.5244 5.0900 0.9400
H 3.6533 2.8741 -0.1445
H -3.5157 -1.1937 -1.7855
H -4.6140 -2.3533 0.1064
H -4.8738 -1.2031 2.2826
H -4.0368 1.1153 2.5502
H -2.9562 2.2644 0.6462
C 0.3636 0.6644 1.3376
C 1.6813 -0.0816 1.0820
N 1.5168 -1.4968 1.4230
C 0.2770 -1.9450 0.7886
C -0.9313 -1.4322 1.5937
N -0.4400 -0.1961 2.2936
C 0.4142 -0.6147 3.4453
C 1.4355 -1.6304 2.8701
H -0.2240 0.7553 0.4214
H 0.4951 1.6464 1.7904
H 2.5060 0.3453 1.6544
H 1.9104 0.0228 0.0244
H 0.2580 -3.0247 0.6527
H 0.1550 -1.4099 -0.1645
H -1.3078 -2.1085 2.3623
H -1.7473 -1.1386 0.9368
H -1.2443 0.3401 2.6101
H -0.2329 -1.0497 4.2061
H 0.8877 0.2801 3.8463
H 1.1483 -2.6514 3.1236
H 2.4169 -1.4414 3.3053
C 3.4221 -0.3457 -2.3656
C 2.6392 -1.5851 -2.6100
N 1.3272 -1.7026 -2.6061
C 1.0414 -3.0186 -2.9039
C 2.1974 -3.7105 -3.0722
N 3.2030 -2.7889 -2.8835
H 2.7481 0.4870 -2.1424
H 4.0116 -0.0824 -3.2461
H 4.1083 -0.4838 -1.5254
H 0.0266 -3.3662 -2.9743
H 2.3938 -4.7395 -3.3129
H 4.1899 -2.9620 -2.9437